Entry 1:
Entry from OMol25: a single C7H12 molecule (the ωB97M-V functional and the def2-TZVPD basis).

Structure (ORCA input):
```
! RIJCOSX wB97M-V def2-TZVPD def2/J DEFGRID3
* xyz 0 1
C 1.13115 -2.43517 -1.16914
C 0.50240 -0.22492 -0.07420
H 0.39118 1.71598 -0.99635
H 0.69987 -3.00392 -0.33890
H -1.18094 0.98622 -0.71854
C 0.43096 -1.08923 -1.33216
C 0.49232 2.86971 1.24717
H 1.55119 -0.05448 0.19954
H -0.62187 -1.25154 -1.59551
H -2.47394 1.76388 1.43658
H 0.87180 -0.54111 -2.17531
H 1.03989 -3.04663 -2.07183
H -1.50755 2.19882 2.84565
H 0.04943 -0.76239 0.76964
C -0.18518 1.12899 -0.27476
C -1.51846 1.59000 1.94069
C -0.36944 1.91807 1.01775
H -1.50054 0.54156 2.25017
H 2.19773 -2.30384 -0.96049
*
```

Results
- E_HOMO (hartree) = -0.3549
- total energy (Ha) = -273.7853
- energy relative to the best compared isomer or geometry (same formula, charge and spin) (kcal/mol) = 77.32
- max |F| (Eh/bohr) = 0.0128
- LUMO level (eV) = -0.01

Entry 2:
Entry from OMol25: a single C7H12 molecule at a distorted geometry (the ωB97M-V functional and the def2-TZVPD basis).

Structure (ORCA input):
```
! RIJCOSX wB97M-V def2-TZVPD def2/J DEFGRID3
* xyz 0 1
C -2.56826 -0.13609 0.80027
C 1.08946 -0.97705 -0.47062
H -0.83604 0.02991 -1.38985
H 3.23639 -1.01089 -0.36430
C 2.40460 -0.41698 0.02859
H -0.40263 -0.64654 1.59751
H 1.08917 -1.04142 -1.56271
H 0.22019 1.62862 1.02901
H -4.37886 0.83792 -0.19531
H -0.91533 2.15188 -0.21598
C -0.80945 -0.78889 0.59967
H -1.08535 -1.79607 0.30387
C -3.51608 0.40519 0.25876
H 0.80417 1.94960 -0.61099
H 2.46034 -0.44004 1.11921
H 0.99748 -2.01945 -0.15969
C -0.35060 0.12546 -0.42007
H 2.58752 0.60246 -0.31698
C -0.02672 1.54235 -0.03039
*
```

Results
- SMILES string = C#CC[C@@H](C)CC
- E_HOMO (hartree) = -0.3314
- total energy (Ha) = -273.7353
- energy relative to the best compared isomer or geometry (same formula, charge and spin) (kcal/mol) = 108.74
- max |F| (Eh/bohr) = 0.1280
- LUMO level (eV) = 0.96

Entry 3:
Entry from OMol25: 2 unconnected molecules or ions with the total composition C7H12 (the ωB97M-V functional and the def2-TZVPD basis).

Structure (ORCA input):
```
! RIJCOSX wB97M-V def2-TZVPD def2/J DEFGRID3
* xyz 0 1
H -0.55301 0.78827 1.92753
H -0.57435 1.43325 -1.18346
H -1.84691 -1.16363 0.47997
H 1.97934 -1.41835 0.30640
C -1.70076 -0.33064 -0.20750
C 0.69435 -0.22211 -1.93642
C 0.98102 -0.97054 0.37441
H -2.04872 0.58889 0.28289
H 0.23030 2.30579 1.44633
C 0.39320 1.23363 1.60624
C 0.15104 0.65526 -0.95165
C 0.95255 0.57420 0.35309
H 0.14234 -0.24280 -2.87784
H -2.27236 -0.48088 -1.12815
H 0.44959 -1.38190 1.23650
H 1.93145 1.00500 0.12240
H -0.40513 -1.98242 -1.19309
H 1.10542 1.13165 2.43393
C 0.18370 -1.11104 -0.91314
*
```

Results
- E_HOMO (hartree) = -0.2595
- total energy (Ha) = -273.7043
- energy relative to the best compared isomer or geometry (same formula, charge and spin) (kcal/mol) = 128.15
- max |F| (Eh/bohr) = 0.0089
- LUMO level (eV) = 0.90

Entry 4:
Entry from OMol25: a molecular structure, C7H12 (the ωB97M-V functional and the def2-TZVPD basis).

Structure (ORCA input):
```
! RIJCOSX wB97M-V def2-TZVPD def2/J DEFGRID3
* xyz 0 1
H -1.43368 -1.78196 1.68868
H 1.15740 -1.19942 -0.92376
H -0.70636 1.71562 -0.50537
H 3.18178 0.28702 -1.57348
H -2.92885 -1.33843 -0.31988
C -1.96089 -0.83948 -0.31076
H 3.19681 -0.36066 0.08620
H 0.04225 -0.82951 1.15467
C 2.67133 0.30582 -0.60435
H -1.48437 -0.77973 -1.28797
H -2.71152 0.60584 1.23091
H 2.75180 1.32025 -0.19860
H -0.58594 1.98255 1.24635
H 0.74134 0.37403 -1.60781
C -1.16799 -1.05301 0.92700
C 1.19796 -0.12008 -0.73277
C 0.51876 0.22318 0.57013
C -0.65301 1.21021 0.47053
C -1.82681 0.27777 0.69027
*
```

Results
- E_HOMO (hartree) = -0.2768
- total energy (Ha) = -273.7194
- energy relative to the best compared isomer or geometry (same formula, charge and spin) (kcal/mol) = 118.67
- max |F| (Eh/bohr) = 0.0041
- LUMO level (eV) = 0.81

What is the total energy in the fourth record?
-273.7194 Ha

Which of these has the highest LUMO level?
number 2

Among the records above, which one has the lowest max |F|?
number 4